79
Properties=species:S:1:pos:R:3 method="wB97M-V/def2-TZVPD" e_homo_ev="-7.569 / -7.567" charge=0 total_energy_ev=-144223.9356
Co -0.63419 1.26942 -0.50895
O -4.33494 -0.25065 1.30323
C -4.04316 0.19771 2.54346
C -4.99917 -0.01159 3.53683
C -4.76802 0.41429 4.82821
C -3.57672 1.05767 5.15848
C -2.62819 1.26463 4.17902
C -2.83880 0.84398 2.86245
C -1.80358 1.07914 1.83707
O -2.09045 0.77428 0.59513
N -0.64797 1.56321 2.19495
N 0.17813 1.67942 1.08066
C 1.35295 2.16599 1.25736
C 2.29468 2.41297 0.20188
C 3.57712 2.87906 0.55034
C 4.52027 3.16978 -0.40039
C 4.18316 3.00428 -1.75391
C 2.93976 2.56057 -2.12733
C 1.94965 2.24807 -1.16637
O 0.78966 1.83609 -1.58413
H -3.57370 -0.01946 0.73333
H -5.91604 -0.51683 3.26218
H -5.52091 0.24378 5.58775
H -3.39606 1.39204 6.17116
H -1.69424 1.75882 4.40814
H 1.62375 2.41698 2.28098
H 3.80761 3.00190 1.60348
H 5.50267 3.52192 -0.11696
H 4.91731 3.22781 -2.51888
H 2.67943 2.42114 -3.16900
C -1.16217 4.53567 -0.08032
O -1.73808 3.30723 -0.49290
C -2.54288 3.41993 -1.64964
C -2.90845 2.01854 -2.08460
O -1.67011 1.32025 -2.24727
C -1.50527 0.57113 -3.44619
H -1.94300 5.27715 0.10747
H -0.47114 4.91426 -0.83934
H -0.62263 4.34108 0.84237
H -1.97813 3.90681 -2.45368
H -3.43920 4.01239 -1.43776
H -3.43446 2.05095 -3.03966
H -3.52125 1.50666 -1.34264
H -1.77704 1.19651 -4.29867
H -2.12159 -0.33050 -3.43614
H -0.45171 0.31448 -3.50474
C -1.73568 -1.91716 -0.90602
Ge -0.02538 -1.00036 -0.55699
C 1.22781 -1.28570 -2.04509
C 0.85857 -1.92721 -3.22626
C 1.77835 -2.13586 -4.24732
C 3.08924 -1.70540 -4.09622
C 3.47535 -1.07497 -2.92030
C 2.55138 -0.87083 -1.90524
C 0.79482 -1.89294 1.00945
C 0.99490 -1.25988 2.20876
C 1.56746 -1.91694 3.32283
C 1.93826 -3.22212 3.23269
C 1.74632 -3.93535 2.02298
C 2.11750 -5.29859 1.92568
C 1.93008 -5.99996 0.77047
C 1.35964 -5.35708 -0.34642
C 0.99432 -4.04219 -0.27865
C 1.17129 -3.27694 0.90352
H -1.59036 -2.87236 -1.41382
H -2.41472 -1.30478 -1.49946
H -2.21215 -2.11558 0.05496
H -0.16031 -2.28086 -3.35671
H 1.47281 -2.63931 -5.15674
H 3.80931 -1.86739 -4.88857
H 4.49783 -0.74115 -2.79188
H 2.87212 -0.38323 -0.99030
H 0.69429 -0.23341 2.34368
H 1.69989 -1.36879 4.24760
H 2.37621 -3.73843 4.07928
H 2.55335 -5.77621 2.79586
H 2.21697 -7.04186 0.70838
H 1.21351 -5.90708 -1.26770
H 0.57410 -3.57903 -1.15890


84
Properties=species:S:1:pos:R:3 method="wB97M-V/def2-TZVPD" e_homo_ev="-5.091 / -5.091" charge=-1 total_energy_ev=-102976.3980
Mo 0.05877 -0.33349 -0.58931
C -1.51840 -2.96399 0.57184
C -1.35249 -1.48329 0.76967
N -0.13412 -1.05435 1.24755
N -0.01688 -0.36963 2.44037
C 0.78682 0.61789 2.34022
S 1.44966 1.11969 0.82451
S 1.23105 1.53666 3.78260
C -0.31363 1.38742 4.73837
C -0.41187 0.19839 5.66005
C 0.23270 0.21441 6.89392
C 0.11438 -0.85270 7.77299
C -0.65869 -1.95332 7.42662
C -1.30336 -1.97873 6.19699
C -1.18019 -0.91094 5.31696
C -2.47763 -0.69754 1.31030
C -3.52729 -1.18399 2.07423
C -4.41207 -0.29901 2.67888
C -4.21427 1.07440 2.51905
C -3.17723 1.56879 1.74108
C -2.32061 0.67135 1.09328
O -1.38613 1.05278 0.24379
H -1.88376 -3.39624 1.50753
H -2.25643 -3.19951 -0.20020
H -0.56435 -3.43112 0.33565
H -0.33715 2.31348 5.31396
H -1.13411 1.40057 4.02185
H 0.84458 1.07003 7.16371
H 0.61748 -0.82121 8.73182
H -0.75804 -2.78537 8.11250
H -1.91183 -2.83189 5.92144
H -1.66875 -0.93454 4.34872
H -3.64868 -2.25184 2.21825
H -5.22805 -0.67126 3.28522
H -4.88572 1.77116 3.00835
H -3.02620 2.63289 1.60244
C -2.66111 0.90771 -4.25598
Si -2.43575 1.06154 -2.39935
C -3.16180 2.66450 -1.76683
C -3.54131 -0.28989 -1.74906
N -0.69280 0.90227 -2.10645
C 0.11849 1.88717 -2.71703
C -0.37582 3.02320 -3.37352
C 0.46041 3.97687 -3.93835
C 1.83344 3.83932 -3.84209
C 2.35515 2.72291 -3.20328
C 1.50382 1.76634 -2.68615
O 1.94771 0.62993 -2.02527
C 3.32590 0.33776 -2.15488
C 4.13610 0.31475 -1.04532
C 5.48251 -0.00320 -1.21091
C 5.98657 -0.29572 -2.46657
C 5.14106 -0.27380 -3.57249
C 3.80501 0.04726 -3.41989
H -3.71341 0.68589 -4.46549
H -2.05657 0.09030 -4.66524
H -2.39002 1.80865 -4.80849
H -4.01212 2.44671 -1.11324
H -3.50952 3.31504 -2.57544
H -2.41976 3.20754 -1.17822
H -4.51271 -0.09391 -2.21932
H -3.68513 -0.24074 -0.67290
H -3.25635 -1.31359 -2.00510
H -1.44097 3.18634 -3.42629
H 0.02731 4.83598 -4.43600
H 2.50123 4.58905 -4.24691
H 3.42455 2.60513 -3.10215
H 3.73423 0.51765 -0.06448
H 6.12132 -0.05062 -0.33902
H 7.02732 -0.57013 -2.58565
H 5.51561 -0.53937 -4.55305
H 3.12835 0.04658 -4.26285
S 1.74623 -2.11618 -0.52064
C 2.57768 -2.62504 -2.01819
S 1.82953 -2.69687 -3.53840
C 3.88112 -3.04587 -1.79837
C 4.51757 -2.99606 -0.50820
N 5.06479 -2.96556 0.50675
C 4.68793 -3.55167 -2.87544
N 5.37869 -3.94760 -3.70891
N -0.70194 -1.82352 -2.11618
H -1.13493 -2.65822 -1.74209
H 0.13618 -2.13126 -2.64737
H -1.32128 -1.41352 -2.80493


76
Properties=species:S:1:pos:R:3 method="wB97M-V/def2-TZVPD" e_homo_ev=-5.880 charge=0 total_energy_ev=-56259.7142
C 4.09536 0.51369 3.92092
C 3.25028 1.05122 4.90371
C 2.10950 1.76717 4.52731
C 1.80350 1.90715 3.17116
S 0.22825 2.62917 2.65364
C -0.81549 1.35251 2.15010
C -2.19791 1.38402 2.42118
C -2.94788 0.16464 2.36066
C -4.15758 0.03957 3.02284
C -4.71926 1.15580 3.66773
C -5.91726 1.02104 4.44483
N -6.90150 0.90268 5.07179
C -4.11198 2.41868 3.53845
C -2.91308 2.55489 2.85640
O -0.21019 3.24375 3.88794
O 0.55706 3.44878 1.50428
C 2.75298 1.56054 2.20532
C 3.86746 0.80125 2.56769
H 4.96021 -0.09127 4.20224
H 3.46357 0.91319 5.96681
H 1.44972 2.19223 5.28190
H -0.26229 0.44842 1.90400
H -2.48832 -0.69321 1.86371
H -4.66711 -0.92585 3.08520
H -4.60058 3.27965 4.00476
H -2.49168 3.54644 2.69598
H 2.58957 1.86283 1.17177
H 4.55057 0.44284 1.79066
C -3.03655 -5.45695 -1.11923
N -3.44527 -4.20977 -1.74420
C -4.86666 -4.13769 -2.02049
C -5.21246 -3.01980 -2.99017
C -4.61662 -1.69552 -2.51318
C -3.21303 -1.82069 -2.02180
C -2.64124 -3.10562 -1.78532
C -1.24341 -3.17278 -1.54146
C -0.50556 -2.02365 -1.38300
C -1.13754 -0.73647 -1.31389
C -0.46852 0.45093 -0.93444
C 0.94099 0.62827 -1.13479
C 1.45165 1.60623 -2.03069
C 2.79939 1.69940 -2.31723
C 3.71856 0.81341 -1.68595
N 5.06428 0.97570 -1.87559
C 5.98508 0.21598 -1.05269
C 5.56226 2.18945 -2.49723
C 4.70795 2.54648 -3.70575
C 3.27490 2.76862 -3.24201
C 3.22636 -0.18529 -0.81041
C 1.88238 -0.24354 -0.51578
C -2.50442 -0.68006 -1.70516
H -1.99147 -5.43366 -0.80337
H -3.65727 -5.68509 -0.23308
H -3.16757 -6.29108 -1.82930
H -5.18623 -5.11209 -2.41468
H -5.42052 -3.97705 -1.07866
H -4.82065 -3.25275 -3.98725
H -6.29801 -2.92433 -3.08120
H -4.63082 -0.96432 -3.33466
H -5.23976 -1.27002 -1.70908
H -0.75686 -4.14148 -1.46643
H 0.57004 -2.09728 -1.28009
H -1.06914 1.32774 -0.67536
H 0.74940 2.24290 -2.57592
H 5.79410 -0.85765 -1.17954
H 7.01655 0.41630 -1.37139
H 5.88743 0.45907 0.02363
H 5.53678 3.02639 -1.77503
H 6.61020 2.03012 -2.76120
H 5.09019 3.44610 -4.18974
H 4.73038 1.74091 -4.45307
H 2.59964 2.83762 -4.10058
H 3.20074 3.72758 -2.70986
H 3.92257 -0.87298 -0.32512
H 1.51407 -0.97241 0.20509
H -2.98219 0.29895 -1.79664


87
Properties=species:S:1:pos:R:3 method="wB97M-V/def2-TZVPD" e_homo_ev=-5.517 charge=0 total_energy_ev=-149968.7042
Ba 0.10802 0.41101 -0.05660
N 7.19766 -1.44957 3.84605
C 5.92060 -1.09358 3.43852
C 5.05022 -0.43946 4.31857
C 3.79351 -0.04883 3.90010
C 3.39533 -0.31137 2.59364
C 4.24397 -0.96423 1.70519
C 5.50066 -1.34632 2.12522
S 1.78861 0.13331 2.09001
O 1.33757 -0.97156 1.22247
O 0.96283 0.35846 3.25518
N 1.85008 1.40576 1.17352
C 1.17254 2.54482 1.62786
N -0.06636 2.71586 1.12889
C -0.72087 3.84047 1.45574
C -0.17022 4.78586 2.28885
C 1.09071 4.49061 2.79434
N 1.76735 3.38887 2.47657
H 7.36658 -1.50186 4.83503
H 7.67715 -2.14671 3.30639
H 5.36968 -0.24247 5.33638
H 3.10950 0.45663 4.57525
H 3.91781 -1.17225 0.69111
H 6.17382 -1.85015 1.43806
H -1.71480 3.96357 1.03482
H -0.68973 5.70114 2.54012
H 1.57936 5.16679 3.49070
Br -1.48541 7.89404 -2.19156
C -1.43529 6.00068 -2.20597
C -0.24614 5.34823 -1.92223
C -0.21782 3.96257 -1.91166
C -1.36310 3.22430 -2.19768
C -2.54191 3.89825 -2.49893
C -2.58495 5.28816 -2.49584
N -1.30065 1.80494 -2.12885
C -1.65232 1.15289 -3.15510
C -1.73407 -0.32562 -3.18135
C -2.19826 -0.95955 -4.31540
C -2.27338 -2.34485 -4.33046
C -1.85623 -3.04404 -3.21511
C -1.40768 -2.32053 -2.11952
N -1.36132 -0.99251 -2.08332
H 0.64973 5.91724 -1.71139
H 0.70737 3.43427 -1.70085
H -3.44215 3.32790 -2.70562
H -3.50923 5.81010 -2.71218
H -1.94134 1.67227 -4.06958
H -2.49319 -0.37297 -5.17945
H -2.63044 -2.86410 -5.21143
H -1.87618 -4.12796 -3.18377
H -1.06087 -2.83843 -1.22501
Cl -0.10119 -1.17141 -7.78725
C 0.52678 -0.71340 -6.20901
C 0.56616 0.61168 -5.82746
C 1.01673 0.96522 -4.55820
C 1.52664 0.00833 -3.62857
C 2.04179 0.36923 -2.35942
C 1.47582 -1.34879 -4.08707
C 0.99571 -1.69413 -5.33208
H 0.22688 1.37597 -6.52091
H 1.07101 2.01951 -4.29134
H 2.34352 1.41378 -2.23558
H 2.69057 -0.35546 -1.85983
H 1.85312 -2.12759 -3.42747
H 0.98452 -2.73196 -5.64954
C -2.93136 -1.31131 2.13879
N -1.63813 -1.98535 1.90948
C -0.97493 -2.14579 3.22360
N -1.79975 -2.91748 4.16384
C -3.07968 -2.21701 4.33089
N -3.79880 -2.05625 3.05526
C -4.01849 -3.39536 2.48792
N -2.76022 -4.12810 2.27575
C -1.91963 -3.33143 1.37627
C -2.06971 -4.23263 3.57141
H -3.44570 -1.19263 1.18443
H -2.73977 -0.32352 2.56484
H -0.77003 -1.16514 3.64233
H -0.02254 -2.65678 3.07325
H -2.89056 -1.23247 4.75839
H -3.70808 -2.78211 5.01814
H -4.53557 -3.29678 1.53291
H -4.65035 -3.96715 3.16897
H -2.43808 -3.23311 0.42133
H -0.97193 -3.85104 1.21646
H -1.12433 -4.75497 3.42487
H -2.68721 -4.81465 4.25494


80
Properties=species:S:1:pos:R:3 method="wB97M-V/def2-TZVPD" e_homo_ev=-10.144 charge=+1 total_energy_ev=-55866.2520
Rb -2.67479 -1.82564 -4.42411
Rb 0.80456 0.66252 -4.19304
C -0.51533 0.17674 -0.29456
C -1.09596 -0.96621 -1.09875
O -0.68893 -0.98173 -2.41746
H -0.59356 1.09962 -0.88714
H 0.53910 0.07492 -0.02604
H -1.07203 0.41462 0.61659
H -2.19877 -1.01824 -0.96135
H -0.91306 -1.94458 -0.60368
C -4.66068 1.23179 -1.00521
C -4.88703 2.11915 -2.20414
O -5.99816 2.16412 -2.67161
C -3.66577 2.77987 -2.80149
H -4.90183 1.82589 -0.11682
H -3.62056 0.91919 -0.89745
H -5.31171 0.36050 -1.00207
H -3.44071 2.39086 -3.79063
H -2.84844 2.70543 -2.08595
H -3.85577 3.85512 -2.86337
F 2.83238 2.91300 -3.14720
C 3.14762 3.25213 -1.85298
C 2.29493 2.83962 -0.85514
C 2.57480 3.25964 0.44562
C 3.60104 4.17713 0.66289
C 4.30792 4.75264 -0.39134
C 4.06814 4.26562 -1.66348
H 1.59852 2.02445 -1.02021
H 2.08668 2.86252 1.32359
H 3.79572 4.54875 1.66165
H 5.05460 5.52061 -0.25634
H 4.46861 4.73630 -2.55458
F -4.04560 -2.90134 -2.12133
C -5.23752 -2.76861 -1.45410
C -6.34643 -2.31949 -2.12453
C -7.56903 -2.27914 -1.46242
C -7.63602 -2.70737 -0.13207
C -6.49246 -3.11304 0.54549
C -5.26450 -3.10776 -0.12649
H -6.32179 -2.04229 -3.17237
H -8.46296 -1.98330 -1.98944
H -8.60507 -2.70964 0.34760
H -6.51693 -3.48410 1.55892
H -4.36147 -3.52461 0.30176
F 1.06557 2.92074 3.47730
C 0.54676 1.99018 4.29827
C 0.83008 2.06415 5.64309
C 0.34798 1.09578 6.52137
C -0.48021 0.10541 5.99693
C -0.75901 0.01728 4.63514
C -0.24276 0.97046 3.78751
H 1.44495 2.87850 6.00928
H 0.55711 1.12174 7.57902
H -0.77031 -0.68262 6.68302
H -1.40963 -0.77640 4.29591
H -0.43891 0.96286 2.72223
F 5.59963 0.68657 -2.50859
C 4.89415 -0.43540 -2.66173
C 3.68729 -0.54888 -2.00507
C 2.96070 -1.75286 -2.04348
C 3.50267 -2.81195 -2.75975
C 4.68613 -2.64870 -3.50145
C 5.40464 -1.48617 -3.40031
H 3.32545 0.25377 -1.37188
H 1.98882 -1.80289 -1.57190
H 2.95429 -3.74584 -2.76599
H 4.97493 -3.47218 -4.13925
H 6.33796 -1.39720 -3.94329
F 5.66133 -2.43288 1.14480
C 4.40730 -2.12783 1.50838
C 3.36611 -2.97477 1.14973
C 2.06569 -2.63315 1.45838
C 1.81962 -1.47455 2.17498
C 2.86286 -0.65664 2.59161
C 4.16253 -0.95631 2.18798
H 3.52999 -3.91919 0.64514
H 1.20084 -3.22666 1.19045
H 0.83479 -1.20160 2.53095
H 2.66791 0.21782 3.19786
H 5.04101 -0.37627 2.44816